# 1
C12H16N2O3 | ωB97M-V/def2-TZVPD

Last column: natural (NBO) charge in e.
Element x y z (Å)
1 N -0.601 0.093 1.781  -0.8816
2 H -3.358 -2.159 2.228  0.2185
3 C 1.579 1.786 -0.615  -0.0133
4 H 0.266 2.558 -2.042  0.2232
5 C -1.846 -0.171 -0.280  0.6559
6 H 1.847 4.066 -3.015  0.2171
7 H -2.646 -3.852 2.378  0.2113
8 O -2.159 0.284 -1.373  -0.6517
9 C 3.297 3.715 -1.431  -0.2320
10 C -2.892 -2.997 1.678  -0.6133
11 H -0.964 -1.861 1.639  0.2751
12 H 1.190 0.027 0.344  0.1852
13 H 4.094 4.515 -1.509  0.2160
14 C -1.664 -2.409 0.908  -0.1625
15 C 1.266 2.547 -1.668  -0.2160
16 H 0.373 -0.007 -1.147  0.2249
17 O -1.446 -4.504 -0.267  -0.7035
18 H 0.341 -0.243 2.059  0.3856
19 H -1.368 -5.012 -1.135  0.5192
20 H -1.298 1.629 0.348  0.2123
21 C 0.621 0.533 -0.314  -0.3701
22 H 3.072 1.379 0.990  0.2107
23 H -3.608 -3.446 1.034  0.2139
24 H -2.515 -1.682 -0.943  0.4097
25 N -2.196 -1.447 -0.030  -0.6197
26 C 2.088 3.529 -2.124  -0.1955
27 C -0.827 -3.387 -0.053  0.7918
28 H 4.582 3.334 0.212  0.2138
29 O 0.241 -3.055 -0.455  -0.5807
30 H -1.090 0.736 2.486  0.3939
31 C -0.789 0.520 0.471  -0.1243
32 C 3.636 3.040 -0.289  -0.2084
33 C 2.773 1.939 0.133  -0.2054

Calculated values
lowest unoccupied orbital energy = 0.444 eV
net charge = 0
largest force on an atom = 5.23 eV Å⁻¹
energy = -21823.82466 eV
M = 236.27 g mol⁻¹
SMILES = C[C@H](NC(=O)[C@@H](N)Cc1ccccc1)C(=O)O
energy relative to the best compared isomer or geometry (same formula, charge and spin) = 85.8 kcal per mole

# 2
C4H12P2 | ωB97M-V/def2-TZVPD

Last column: natural (NBO) charge in e.
Element x y z (Å)
1 H 2.898 0.273 -0.376  0.2150
2 C -0.625 -2.049 -0.866  -0.6196
3 H -0.077 -1.668 -1.726  0.2117
4 H -0.422 0.665 1.490  0.2432
5 C -0.418 -1.099 0.306  -0.4126
6 H -1.694 -2.270 -0.977  0.2081
7 P 0.701 1.260 -0.757  0.5456
8 C -0.636 0.482 0.320  -0.7784
9 H -2.271 2.474 0.565  -0.0052
10 H -0.077 -3.081 -0.735  0.2119
11 H 0.614 2.481 -0.169  -0.0537
12 H -2.905 0.437 0.498  -0.0331
13 H 2.938 1.890 -0.179  0.2353
14 C 2.351 1.000 0.093  -0.9141
15 P -2.201 1.247 -0.342  0.3138
16 H 0.647 -1.254 0.475  0.2047
17 H 2.239 0.833 1.239  0.2246
18 H -1.063 -1.621 1.139  0.2027

Calculated values
lowest unoccupied orbital energy = 0.860 eV
net charge = 0
largest force on an atom = 2.99 eV Å⁻¹
energy = -22917.81830 eV
M = 122.09 g mol⁻¹
SMILES = CC[C@H](P)PC
energy relative to the best compared isomer or geometry (same formula, charge and spin) = 43.8 kcal per mole

# 3
C6H20NO4 | ωB97M-V/def2-TZVPD

Last column: natural (NBO) charge in e.
Element x y z (Å)
1 H -0.310 -0.580 0.426  0.3773
2 C -0.631 -0.890 -1.614  -0.2139
3 C 0.839 -2.133 -0.050  0.1352
4 H 3.408 0.874 1.479  0.4690
5 O 1.815 -1.358 0.463  -0.9443
6 C -1.591 0.360 -1.750  -0.3959
7 O 0.928 -0.689 2.810  -1.0188
8 H 1.262 -1.371 3.415  0.4424
9 H -2.384 -1.331 0.837  0.4974
10 O 3.513 0.837 0.535  -0.9986
11 H 1.230 -1.088 1.929  0.5003
12 H 0.579 2.475 -1.911  0.1867
13 H -3.488 -1.361 -0.095  0.4535
14 C -1.628 1.533 -0.689  -0.4122
15 H -1.012 -1.702 -2.233  0.1766
16 H -2.600 -0.051 -1.645  0.1760
17 H -1.859 2.378 -1.350  0.1967
18 H -0.503 2.458 0.926  0.1978
19 H 0.439 -2.831 0.788  0.0860
20 H 0.327 -0.503 -2.010  0.1540
21 H 0.221 3.914 -0.988  0.1824
22 H 0.401 1.093 0.221  0.2258
23 H -1.555 0.784 -2.744  0.1868
24 N -0.462 -1.315 -0.268  -0.7398
25 H 2.748 0.378 0.116  0.5154
26 H -2.378 1.255 0.092  0.2237
27 C 0.556 2.871 -0.860  -0.6083
28 H 1.564 2.908 -0.511  0.2238
29 H 1.028 -2.731 -0.963  0.1085
30 O -3.355 -1.246 0.854  -0.9653
31 C -0.287 1.929 0.004  -0.4183

Calculated values
lowest unoccupied orbital energy = 3.553 eV
net charge = -1
largest force on an atom = 3.05 eV Å⁻¹
energy = -16226.80229 eV
M = 170.23 g mol⁻¹
energy relative to the best compared isomer or geometry (same formula, charge and spin) = 40.7 kcal per mole

# 4
C6H12S2 | ωB97M-V/def2-TZVPD

Last column: natural (NBO) charge in e.
Element x y z (Å)
1 H 0.159 2.885 -0.712  0.2502
2 H -3.034 -1.298 1.539  0.2407
3 S -2.258 -0.182 -0.747  0.2009
4 S 1.903 0.479 -0.723  0.1459
5 C 0.377 -1.673 -1.347  -0.6831
6 C -2.273 -0.478 1.127  -0.7317
7 C -0.709 0.693 -0.707  -0.1390
8 H 0.982 -1.755 -2.336  0.2585
9 H 3.580 0.460 1.059  0.2233
10 H 1.995 0.004 1.900  0.2108
11 H 1.101 -2.173 -0.570  0.2189
12 H 3.061 -1.335 0.663  0.2219
13 H -0.697 -2.119 -1.111  0.2482
14 H -1.130 -0.847 1.671  0.2032
15 H -1.529 2.520 -1.266  0.2289
16 H -2.352 0.403 1.662  0.1971
17 H -1.390 2.530 0.430  0.2296
18 C -0.783 2.255 -0.522  -0.6567
19 C 0.241 -0.211 -0.837  -0.1338
20 C 2.756 -0.160 0.825  -0.7335

Calculated values
lowest unoccupied orbital energy = 0.753 eV
net charge = 0
largest force on an atom = 4.90 eV Å⁻¹
energy = -28082.93058 eV
M = 148.30 g mol⁻¹
SMILES = CS/C(C)=C(\C)SC
energy relative to the best compared isomer or geometry (same formula, charge and spin) = 100.8 kcal per mole

# 5
C40H75AsF6N5O3 | ωB97M-V/def2-TZVPD

Last column: Löwdin charge in e.
Element x y z (Å)
1 H 3.294 -1.549 5.069  0.1418
2 H -2.830 5.693 -0.886  0.1394
3 N 2.691 2.994 -5.187  -0.0471
4 N 3.466 -0.835 3.095  -0.2801
5 H -3.805 -6.895 2.966  0.1328
6 C 0.930 1.997 -3.973  0.0544
7 H 3.164 -6.329 1.490  0.0845
8 H -2.135 2.337 -1.916  0.1118
9 C -0.077 -0.746 -0.219  -0.7970
10 H 0.088 2.698 -0.748  0.1274
11 H -0.121 3.220 -6.927  0.1349
12 C 0.453 1.276 5.725  -0.0999
13 C 3.447 -1.961 4.080  -0.0700
14 H 4.372 3.968 -6.103  0.1103
15 H -2.079 2.031 0.484  0.1483
16 H 3.106 0.606 4.583  0.1381
17 H -2.135 3.555 -6.051  0.1367
18 C 2.202 2.474 -4.064  -0.0076
19 C 4.913 -0.435 2.979  -0.0978
20 H -1.894 -5.643 3.892  0.1468
21 H 5.043 0.099 2.041  0.1438
22 C 0.378 4.854 -0.973  -0.1373
23 H 5.154 0.217 3.813  0.1453
24 H 0.722 -5.796 2.181  0.1160
25 H 5.332 -2.716 4.956  0.1275
26 H -1.332 -2.413 2.490  0.0839
27 C -6.011 2.883 1.915  -0.0741
28 H -3.139 -3.057 1.548  0.1302
29 H -3.920 2.824 2.622  0.1161
30 C -0.296 3.644 -0.370  -0.1085
31 N -3.927 0.993 -4.961  -0.0797
32 H -6.487 2.625 0.976  0.0737
33 C 1.885 3.219 -6.241  0.0411
34 O 0.997 -1.635 -0.569  -0.0098
35 O -0.635 -0.901 0.858  -0.0242
36 C -3.193 -6.267 2.322  -0.1325
37 H -6.358 2.144 2.636  0.0770
38 C 2.768 0.370 3.577  -0.1463
39 H -0.943 0.019 -3.808  0.1374
40 H 4.787 2.640 -5.184  0.1187
41 H -3.340 -0.771 -4.100  0.1554
42 C -2.175 3.425 -1.951  0.0321
43 C 0.562 2.875 -6.161  0.0438
44 H 0.662 4.723 -2.019  0.1001
45 H 1.009 0.295 2.481  0.0939
46 H -0.072 2.090 6.219  0.0787
47 H -3.153 -6.817 1.374  0.1300
48 F 4.386 -0.725 -1.537  -0.2470
49 C -0.520 -4.373 1.147  -0.1024
50 O -0.426 0.049 -1.136  -0.0836
51 C 0.807 -4.800 1.739  -0.1837
52 As 3.882 -1.215 -3.102  0.6144
53 C -3.983 -4.983 1.992  -0.1569
54 C 1.270 0.266 3.544  -0.1939
55 H -0.540 -3.383 0.694  0.1190
56 C 1.954 -4.707 0.785  -0.2426
57 F 2.228 -0.781 -2.760  -0.2650
58 C -4.496 2.575 1.729  -0.2519
59 H 1.866 -5.345 -0.096  0.1270
60 H -0.873 6.316 -1.914  0.1167
61 C -1.952 5.309 -0.389  -0.0851
62 H -5.829 0.950 -4.064  0.1140
63 H 3.070 1.149 2.879  0.1464
64 H -5.347 -0.556 -4.928  0.1064
65 H -0.580 -3.506 3.671  0.0991
66 H -4.134 4.329 0.574  0.1238
67 F 3.555 -2.764 -2.491  -0.2269
68 H -3.191 3.787 -2.029  0.1083
69 H 3.704 -4.872 2.268  0.0484
70 C -3.939 3.251 0.499  -0.2022
71 H -2.049 3.474 1.379  0.1310
72 C -5.351 0.528 -4.942  0.0611
73 H 3.223 -0.554 1.016  0.1177
74 C -1.486 -3.294 3.113  0.0113
75 H 4.057 -5.252 0.543  0.0848
76 C 0.605 1.464 4.219  -0.2458
77 F 5.478 -1.591 -3.463  -0.2071
78 C -1.350 1.828 -4.968  -0.1385
79 C -2.334 2.644 -5.503  0.0507
80 H -4.429 1.486 1.619  0.1149
81 H 1.086 2.418 3.986  0.1131
82 C -0.676 5.975 -0.890  -0.1191
83 H -5.859 0.809 -5.859  0.1135
84 C 5.647 -1.737 3.023  -0.1352
85 H -0.291 6.870 -0.410  0.1292
86 H 1.417 1.098 6.213  0.0732
87 H -0.164 3.585 0.709  0.1405
88 F 3.416 -1.804 -4.626  -0.2282
89 H -4.514 -4.546 2.846  0.1256
90 H 5.748 -2.202 2.043  0.1249
91 H -2.800 -4.310 0.308  0.1377
92 C -3.653 2.208 -5.414  0.0106
93 C 4.828 -2.580 3.997  -0.1331
94 H 1.046 -4.146 2.595  0.1035
95 C -2.448 3.061 0.450  -0.1453
96 H 3.481 -2.219 1.559  0.1096
97 H -4.448 2.946 -0.419  0.1171
98 H -4.833 -5.196 1.336  0.1287
99 H 0.917 -0.701 3.906  0.1227
100 H -2.014 5.459 0.687  0.1466
101 H 6.674 -1.609 3.362  0.1323
102 H 2.299 3.652 -7.138  0.1582
103 H 2.690 -2.652 3.735  0.1185
104 C 2.977 -1.280 1.780  0.0252
105 H -4.447 2.756 -5.904  0.1579
106 H -1.047 -6.367 2.628  0.1219
107 C -1.679 0.630 -4.325  0.0784
108 H -0.418 1.530 3.834  0.1016
109 H 1.104 -1.014 -1.371  0.0764
110 H -6.106 3.878 2.324  0.0789
111 H 2.895 2.323 -3.245  0.1516
112 C 4.088 3.484 -5.170  0.0531
113 H -1.470 3.842 -2.660  0.1068
114 H 1.920 -1.508 1.862  0.0859
115 H 4.215 4.113 -4.302  0.1110
116 H 2.162 -3.681 0.484  0.0811
117 C -2.997 0.193 -4.440  0.0350
118 H 0.455 1.595 -3.078  0.1122
119 H -0.802 -5.127 0.406  0.1500
120 C 0.071 2.210 -5.056  -0.1274
121 C 3.297 -5.246 1.324  -0.0903
122 N -1.647 -4.385 2.136  -0.2498
123 H -2.344 -3.203 3.766  0.1194
124 N -1.751 3.838 -0.614  -0.2813
125 C -1.903 -5.720 2.803  -0.1015
126 C -2.950 -4.112 1.361  -0.0918
127 H 1.304 5.049 -0.432  0.1276
128 F 4.174 0.357 -3.793  -0.2612
129 H 4.825 -3.626 3.676  0.1030
130 H -0.113 0.367 5.962  0.0788

Calculated values
lowest unoccupied orbital energy = -8.598 eV
net charge = +3
largest force on an atom = 4.11 eV Å⁻¹
energy = -133412.83780 eV
M = 862.98 g mol⁻¹

# 6
C18H17ClN8O5S | ωB97M-V/def2-TZVPD

Last column: natural (NBO) charge in e.
Element x y z (Å)
1 N -0.300 0.364 3.927  -0.4426
2 C -1.224 -1.499 -1.821  -0.1229
3 C -0.646 -0.654 -2.797  -0.1590
4 H -3.089 -2.470 -1.243  0.2375
5 O 6.307 4.490 0.302  -0.3755
6 N -0.332 -0.809 3.067  -0.4913
7 H -5.496 0.089 -5.198  0.1785
8 H 1.450 0.371 2.331  0.4090
9 C 4.578 3.459 3.255  -0.1456
10 H -0.482 -0.696 2.054  0.4030
11 H -4.017 -2.628 -5.079  0.1866
12 C 0.792 1.200 4.048  0.2920
13 C -2.576 -1.831 -1.977  -0.2335
14 H -0.890 0.394 4.757  0.4323
15 H 5.061 4.021 4.073  0.2589
16 C 3.537 2.591 3.626  -0.2394
17 C 2.809 1.837 2.683  0.2338
18 N 0.316 -2.728 1.043  -0.0534
19 H -0.661 -3.806 2.540  0.2608
20 C 3.163 1.916 1.328  -0.0577
21 N -0.837 -2.509 0.365  -0.2586
22 C 4.897 3.590 1.896  0.0049
23 C 4.190 2.789 0.948  -0.1787
24 O 0.625 -2.268 4.518  -0.5636
25 H 1.144 -3.770 2.659  0.2655
26 H -4.765 -3.823 -4.001  0.1845
27 N 1.451 -2.371 0.381  0.0044
28 H -4.896 0.790 -3.699  0.1849
29 C 0.235 -3.214 2.415  -0.3112
30 N 5.914 4.477 1.496  0.4919
31 S 0.850 2.139 5.449  -0.1924
32 C -3.338 -1.356 -3.075  0.3021
33 H 4.494 2.858 -0.101  0.2655
34 N 1.020 -1.987 -0.751  -0.2542
35 H 0.388 -0.341 -2.729  0.2296
36 O 6.384 5.276 2.350  -0.3738
37 Cl 2.265 0.958 0.102  -0.0001
38 C 0.205 -2.051 3.408  0.6487
39 C -1.437 -0.071 -3.816  -0.2410
40 C -0.372 -2.030 -0.752  0.2769
41 O -4.629 -1.818 -3.249  -0.5474
42 C -4.804 -2.773 -4.329  -0.2534
43 C -4.712 0.752 -4.772  -0.2432
44 H -5.765 -2.604 -4.830  0.1929
45 N 1.766 0.991 3.076  -0.6231
46 H -1.001 0.680 -4.436  0.2317
47 O -3.429 0.214 -5.013  -0.5140
48 C -2.765 -0.420 -3.976  0.2435
49 H 3.408 2.516 4.716  0.2644
50 H -4.785 1.764 -5.169  0.1916

Calculated values
lowest unoccupied orbital energy = -1.142 eV
net charge = 0
largest force on an atom = 4.33 eV Å⁻¹
energy = -64452.06292 eV
M = 492.90 g mol⁻¹
SMILES = COc1ccc(-c2nnn(CC(=O)NNC(=S)Nc3ccc([N+](=O)[O-])cc3Cl)n2)cc1OC